{"formula": "C28H23MnN6O4S2", "method": "ωB97M-V/def2-TZVPD", "symbols": ["Mn", "C", "C", "C", "C", "C", "C", "N", "C", "C", "C", "C", "C", "C", "N", "N", "C", "C", "C", "C", "C", "N", "H", "H", "H", "H", "H", "H", "H", "H", "H", "H", "H", "H", "H", "O", "N", "C", "C", "C", "C", "C", "S", "H", "H", "H", "H", "N", "C", "C", "C", "C", "C", "C", "S", "O", "O", "O", "H", "H", "H", "H", "H", "H"], "coordinates": [[-1.346949, 0.740508, 0.602572], [3.705556, 0.415065, -1.788233], [2.622208, 1.264997, -1.943896], [1.590322, 1.256805, -1.035724], [1.616137, 0.405666, 0.084361], [2.686403, -0.506218, 0.179764], [3.708539, -0.494814, -0.741654], [0.586236, 0.436948, 0.978497], [0.745618, -0.152839, 2.222457], [1.873677, -0.104066, 3.031890], [1.865258, -0.749189, 4.263967], [0.741416, -1.442044, 4.695273], [-0.402971, -1.489652, 3.919625], [-0.425976, -0.823202, 2.693520], [-1.476785, -0.676705, 1.847041], [-2.646346, -1.288718, 2.087402], [-3.605400, -0.826027, 1.316868], [-4.892778, -1.431930, 1.286117], [-5.827370, -1.004047, 0.396505], [-5.530332, 0.088815, -0.446269], [-4.293425, 0.681148, -0.332852], [-3.319075, 0.258165, 0.478663], [4.522129, 0.436438, -2.495256], [2.579317, 1.935294, -2.794730], [0.719772, 1.874178, -1.193015], [2.681610, -1.248973, 0.963827], [4.513958, -1.211882, -0.658676], [2.741321, 0.466853, 2.724767], [2.748797, -0.708766, 4.889516], [0.755284, -1.939040, 5.659294], [-1.296823, -1.997578, 4.248844], [-5.082215, -2.252370, 1.961593], [-6.796990, -1.482072, 0.329609], [-6.255028, 0.452047, -1.163279], [-4.042363, 1.546304, -0.942665], [-1.104279, 2.757384, -0.127354], [-0.230365, 3.456698, 0.565261], [0.644045, 4.236471, -0.096811], [1.652827, 4.911815, 0.540419], [1.798903, 4.764156, 1.924525], [0.874909, 4.004956, 2.602574], [-0.183112, 3.366735, 1.944319], [-1.402400, 2.540495, 2.771766], [0.502754, 4.283680, -1.167950], [2.326535, 5.530620, -0.030933], [2.612758, 5.243039, 2.450528], [0.930288, 3.855546, 3.670268], [-1.369157, -0.003642, -1.822884], [-0.497881, -1.021654, -2.324676], [-0.209555, -2.110608, -1.507088], [0.568955, -3.145218, -1.992385], [1.057121, -3.103184, -3.282471], [0.805984, -2.011959, -4.083763], [0.032955, -0.962838, -3.609497], [1.859314, -4.567557, -3.972572], [0.716399, -5.377132, -4.406760], [2.683039, -4.095236, -5.086133], [2.626539, -5.171536, -2.886998], [-1.391743, 0.796263, -2.453581], [-2.314608, -0.381295, -1.740997], [-0.607459, -2.112333, -0.497732], [0.809307, -4.000989, -1.383461], [1.215427, -2.008204, -5.081836], [-0.170231, -0.103573, -4.239500]], "atomic_forces_ev_per_a": [[0.602, 0.475, 0.219], [0.236, 0.041, -0.255], [0.234, -0.028, -0.143], [-0.147, -0.141, 0.248], [0.452, 0.030, -0.709], [-0.185, 0.038, 0.070], [0.095, 0.156, -0.115], [-0.800, 0.456, 0.013], [-0.433, -0.651, 0.802], [-0.356, 0.123, -0.068], [0.044, -0.132, 0.280], [0.385, 0.003, 0.158], [-0.411, 0.179, -0.395], [1.216, 0.209, 0.314], [0.094, 0.681, -0.890], [-1.826, -0.544, -0.243], [1.552, -0.268, 0.984], [-0.874, -0.082, -0.276], [0.255, -0.374, 0.575], [0.416, 0.717, -0.396], [-0.693, 0.189, -0.639], [0.278, -0.303, 0.243], [0.042, -0.054, -0.104], [0.003, 0.022, -0.038], [-0.065, 0.094, 0.048], [0.011, 0.025, 0.029], [0.028, -0.072, 0.022], [0.007, -0.086, -0.108], [0.014, 0.011, 0.044], [0.004, -0.019, -0.014], [-0.055, -0.046, 0.035], [0.067, -0.063, 0.030], [-0.005, -0.065, 0.080], [0.093, 0.102, 0.037], [-0.021, -0.031, -0.015], [-0.582, -0.695, -0.360], [0.817, 0.247, 0.721], [0.162, 0.149, -0.208], [0.004, 0.072, 0.079], [-0.412, -0.215, -0.009], [0.701, 0.427, -0.107], [-0.921, -0.320, -0.099], [-0.076, -0.190, -0.138], [-0.075, -0.128, 0.081], [0.026, -0.034, -0.118], [0.039, 0.029, 0.023], [-0.008, 0.016, 0.013], [-0.265, 0.335, 0.247], [0.199, -0.309, -0.173], [-0.122, 0.254, -0.021], [-0.088, 0.009, 0.198], [0.325, -0.577, -0.240], [0.032, 0.220, -0.116], [-0.073, 0.004, 0.229], [0.009, -0.395, -0.353], [0.242, 0.182, 0.144], [-0.188, 0.151, 0.248], [-0.207, 0.256, -0.034], [-0.056, -0.184, 0.165], [0.206, 0.211, -0.045], [0.059, -0.082, 0.050], [-0.011, -0.123, 0.152], [0.039, 0.060, -0.133], [-0.034, 0.036, -0.019]], "spin_multiplicity": 5, "largest_force_ev_per_a": 1.92, "charge": -2, "homo_energy_ev": [-1.02, -1.44], "gap_ev": [5.25, 5.66]}